Record 1
A molecular structure, C20H26N5O3Pd, computed with wB97M-V/def2-TZVPD.

The energy above the lowest of the compared OMol25 structures with the same formula, charge and spin comes out at 0.000 eV. For the HOMO energy, the calculation gives -10.2 eV. The HOMO-LUMO gap is 6.22 eV. As for the net charge: +1.

Structure (XYZ):
```
55
C20H26N5O3Pd (wB97M-V/def2-TZVPD)
Pd -0.1113 0.9227 0.6712
N -1.1186 -0.3565 1.9448
C -2.4579 0.1891 2.1438
C -2.3967 1.6876 2.3504
O -3.2861 2.3401 2.7960
N -1.1137 2.3037 1.9402
C -0.9323 3.4731 2.4035
C 1.7656 1.8597 4.2850
O 2.0205 2.8407 4.8398
O 1.4931 0.8895 3.7076
H -1.0773 -1.3218 1.5726
H -0.5970 -0.3741 2.8183
H -3.0019 -0.2535 2.9787
H -3.0434 0.0191 1.2368
H -1.6620 3.9280 3.0699
H -0.0270 4.0145 2.1599
C -1.2235 -3.9351 1.4760
N -0.5027 -2.8878 0.7627
C 0.9197 -3.2380 0.6576
C -1.0985 -2.4450 -0.4540
C -2.1888 -3.1152 -1.0113
C -2.8177 -2.6547 -2.1576
C -2.3651 -1.5037 -2.7804
C -1.2904 -0.8245 -2.2363
C -0.6434 -1.2634 -1.0798
N 0.4538 -0.5130 -0.5576
C 1.3608 -0.0462 -1.5181
C 1.9204 -0.8807 -2.4931
C 2.8569 -0.3842 -3.3783
C 3.2587 0.9485 -3.3227
C 2.7018 1.7858 -2.3749
C 1.7551 1.2837 -1.4910
N 1.0936 2.1434 -0.4929
C 2.1119 2.7561 0.3948
C 0.3030 3.2015 -1.1613
H -1.2097 -4.8981 0.9516
H -2.2622 -3.6462 1.6398
H -0.7466 -4.0780 2.4450
H 1.0504 -4.1675 0.0907
H 1.3225 -3.3864 1.6594
H 1.4685 -2.4360 0.1771
H -2.5486 -4.0255 -0.5547
H -3.6549 -3.2061 -2.5639
H -2.8442 -1.1358 -3.6776
H -0.9217 0.0751 -2.7161
H 1.6093 -1.9164 -2.5444
H 3.2855 -1.0434 -4.1215
H 3.9935 1.3297 -4.0175
H 2.9965 2.8277 -2.3398
H 2.7828 3.3996 -0.1762
H 2.6891 1.9672 0.8715
H 1.6202 3.3612 1.1540
H 0.9521 3.8587 -1.7433
H -0.2177 3.7932 -0.4111
H -0.4246 2.7376 -1.8233
```

=====

Record 2
A gas-phase ion, C6H11N4O (charge +1) in a non-equilibrium geometry, computed with wB97M-V/def2-TZVPD.

The energy above the lowest of the compared OMol25 structures with the same formula, charge and spin comes out at 2.190 eV. For the HOMO energy, the calculation gives -12.2 eV. The HOMO-LUMO gap is 9.08 eV. As for the net charge: +1.

Structure (XYZ):
```
22
C6H11N4O (wB97M-V/def2-TZVPD)
C 3.5184 1.1982 -0.5253
C 1.4391 1.1432 -0.5202
C 1.8849 -0.0104 -0.0063
C -0.0354 1.3845 -0.6685
C -0.1714 -0.9439 -0.0547
C -2.1427 0.5762 0.2003
N 2.5159 1.8990 -0.9345
N 1.1470 -0.9702 0.6142
N 1.6708 -2.2719 0.9206
N -0.7193 0.4542 0.2614
O 3.2361 0.0197 0.0437
H 4.4995 1.4206 -0.5854
H -0.2863 2.3586 -0.4467
H -0.4231 1.0393 -1.6966
H -0.1497 -1.2141 -1.0699
H -0.8185 -1.6743 0.2961
H -2.3606 0.1316 -0.8353
H -2.6323 -0.1253 0.9298
H -2.2498 1.6354 0.4174
H 2.0942 -2.1778 1.8013
H 2.3994 -2.4648 0.3394
H -0.5312 0.6511 1.2971
```

=====

Record 3
A molecular structure, C13H18AuNO6S in a non-equilibrium geometry, computed with wB97M-V/def2-TZVPD.

The energy above the lowest of the compared OMol25 structures with the same formula, charge and spin comes out at 0.126 eV. For the HOMO energy (spin up / spin down), the calculation gives -16.5 / -16.5 eV. The spin multiplicity is 3. The HOMO-LUMO gap (spin up / spin down) is 8.74 / 5.10 eV. As for the net charge: +2. The expectation value of S² is 2.039.

Structure (XYZ):
```
40
C13H18AuNO6S (wB97M-V/def2-TZVPD)
Au -0.2169 -0.6415 0.2475
C 3.0942 -0.4281 -0.7999
O 1.9277 0.3129 -0.4440
C 1.8667 1.5920 -1.0451
C 0.5808 2.2543 -0.5961
O -0.5641 1.3986 -0.7384
C -1.1036 1.2004 -2.0543
C -0.5107 -0.0150 -2.7375
O -0.6484 -1.1320 -1.8507
C -0.2053 -2.3855 -2.4042
H 3.9946 0.1068 -0.4901
H 3.0482 -1.3832 -0.2841
H 3.1483 -0.5886 -1.8808
H 2.7072 2.2137 -0.7200
H 1.9268 1.5067 -2.1365
H 0.6315 2.4791 0.4688
H 0.4245 3.1808 -1.1500
H -2.1734 1.0519 -1.9099
H -0.9448 2.0880 -2.6674
H -1.0680 -0.2191 -3.6545
H 0.5409 0.1258 -3.0007
H -0.7627 -2.5919 -3.3177
H 0.8618 -2.3589 -2.6317
H -0.4164 -3.1580 -1.6699
O -0.5124 -2.4687 1.6031
C -0.5966 -1.6954 2.5803
N -0.4158 -0.3910 2.3352
S -0.5976 0.6179 3.6743
O 0.6554 1.2122 3.9701
O -1.7781 1.3871 3.5232
C -0.9094 -0.8040 4.7621
C -1.1628 -0.7930 6.0955
C -1.4212 -2.0443 6.6892
C -1.3999 -3.2426 5.9262
C -1.1404 -3.2304 4.5775
C -0.8850 -1.9907 3.9800
H -1.1766 0.1162 6.6815
H -1.6456 -2.0730 7.7484
H -1.5868 -4.1861 6.4231
H -1.1237 -4.1321 3.9795
```

=====

Record 4
A single C24H34N6O3 molecule in a non-equilibrium geometry, computed with wB97M-V/def2-TZVPD.

The energy above the lowest of the compared OMol25 structures with the same formula, charge and spin comes out at 3.629 eV. For the HOMO energy, the calculation gives -7.4 eV. The HOMO-LUMO gap is 8.00 eV.

Structure (XYZ):
```
67
C24H34N6O3 (wB97M-V/def2-TZVPD)
C 0.9882 3.8645 -2.1574
H 0.7981 4.7855 -2.7026
H 0.7895 3.0325 -2.8299
H 2.0414 3.8480 -1.8866
C 0.0873 3.8041 -0.9283
H 0.3191 4.6403 -0.2666
H -0.9508 3.9006 -1.2518
C 0.2039 2.4999 -0.1115
N -0.0940 1.3962 -1.0142
C 0.5969 0.3734 -1.5819
N -0.2191 -0.2319 -2.4207
N -1.3807 0.3953 -2.3549
N -1.3271 1.3568 -1.5349
C 2.0131 -0.0582 -1.4117
N 2.2965 -0.5789 -0.0783
C 1.7898 -1.9428 0.0748
C 0.2946 -1.9820 -0.0454
C -0.5311 -1.3150 0.7929
C -1.9373 -1.2646 0.5777
C -2.4497 -1.9209 -0.5517
C -3.8091 -1.8236 -0.8613
C -4.6591 -1.0918 -0.0603
C -4.1524 -0.4487 1.1052
C -2.8156 -0.5434 1.4035
H -2.4092 -0.0615 2.2781
O -5.0790 0.2308 1.8370
C -4.6426 0.9227 2.9789
H -5.5305 1.3999 3.3902
H -4.2197 0.2426 3.7264
H -3.9026 1.6901 2.7270
O -5.9841 -0.9234 -0.2782
C -6.5474 -1.4769 -1.4426
H -6.0694 -1.0822 -2.3445
H -7.5954 -1.1824 -1.4296
H -6.4794 -2.5698 -1.4418
H -4.1699 -2.3205 -1.7472
N -1.6037 -2.6592 -1.3271
C -0.2402 -2.7517 -1.1662
O 0.4235 -3.4528 -1.9106
H -1.9731 -3.1057 -2.1575
H -0.1143 -0.7656 1.6271
H 2.0905 -2.3074 1.0581
H 2.1854 -2.6228 -0.6941
C 3.6957 -0.4145 0.3043
C 3.9149 -0.6584 1.8150
C 4.8569 -1.8579 1.9131
H 4.2956 -2.7924 1.8666
C 5.7252 -1.7191 0.6665
H 6.4566 -0.9219 0.8123
H 6.2592 -2.6358 0.4209
C 4.7227 -1.3222 -0.4144
H 5.1959 -0.8126 -1.2530
H 4.2295 -2.2139 -0.7987
H 5.4384 -1.8527 2.8341
H 4.3922 0.2179 2.2552
H 2.9726 -0.8160 2.3364
H 3.9379 0.6311 0.0878
H 2.6678 0.7937 -1.6107
H 2.1863 -0.8153 -2.1917
C 1.5727 2.3561 0.5389
H 2.3744 2.5433 -0.1680
H 1.6574 3.0821 1.3440
H 1.6950 1.3564 0.9464
C -0.8743 2.4909 0.9783
H -1.8613 2.4441 0.5255
H -0.7994 3.3922 1.5811
H -0.7431 1.6257 1.6224
```

=====

Record 5
A gas-phase ion, C5H12NO (charge -1) in a non-equilibrium geometry, computed with wB97M-V/def2-TZVPD.

The energy above the lowest of the compared OMol25 structures with the same formula, charge and spin comes out at 0.613 eV. For the HOMO energy, the calculation gives -2.5 eV. The HOMO-LUMO gap is 6.30 eV. As for the net charge: -1.

Structure (XYZ):
```
19
C5H12NO (wB97M-V/def2-TZVPD)
C 0.4175 0.7257 0.3957
N 1.0350 -0.4430 1.1170
C 1.0975 -0.1028 2.5978
O -0.0965 -0.0073 3.1365
C -0.9495 0.3469 -0.1656
C -0.8958 -0.6848 -1.2683
C -0.3125 -0.1181 -2.5419
H 1.1457 1.0286 -0.3433
H 0.2334 1.4670 1.1688
H 0.2789 -1.1224 1.1783
H 1.7655 0.8120 2.6262
H 1.8231 -0.8512 3.0194
H -1.5512 0.1525 0.7195
H -1.3745 1.2467 -0.6526
H -1.9107 -1.0555 -1.3725
H -0.3019 -1.5227 -0.8940
H 0.0899 0.8942 -2.4166
H 0.5294 -0.7018 -2.9302
H -1.0233 -0.0638 -3.3742
```

=====

Record 6
A single C2H5IO molecule in a non-equilibrium geometry, computed with wB97M-V/def2-TZVPD.

The energy above the lowest of the compared OMol25 structures with the same formula, charge and spin comes out at 0.959 eV. For the HOMO energy (spin up / spin down), the calculation gives -8.9 / -8.9 eV. The HOMO-LUMO gap (spin up / spin down) is 8.76 / 8.76 eV.

Structure (XYZ):
```
9
C2H5IO (wB97M-V/def2-TZVPD)
C -0.6256 0.8569 0.0510
C 0.1200 -0.4880 -0.3436
O -0.0969 -1.6887 0.1466
I 2.6094 0.0829 0.0125
H -0.6010 0.8741 1.1063
H -0.0580 1.6460 -0.3373
H -1.4902 1.0437 -0.4204
H 0.1624 -0.6058 -1.3895
H -0.0201 -1.7211 1.1744
```

=====

Record 7
3 unconnected molecules or ions with the total composition C3H11O3S2 in a non-equilibrium geometry, computed with wB97M-V/def2-TZVPD.

The energy above the lowest of the compared OMol25 structures with the same formula, charge and spin comes out at 1.522 eV. For the HOMO energy, the calculation gives -2.9 eV. The HOMO-LUMO gap is 6.28 eV. As for the net charge: -1.

Structure (XYZ):
```
19
C3H11O3S2 (wB97M-V/def2-TZVPD)
C 0.0286 -0.4986 1.8712
C 1.5025 -0.3401 1.1897
O 2.2537 -1.4498 1.4320
C -0.8857 -1.5489 1.0627
S -1.8996 -0.6335 -0.1406
S -0.6944 0.3321 -1.4086
H -0.4218 0.4325 2.0192
H 0.1695 -0.9118 2.9603
H 1.4407 -0.0940 0.0916
H 2.1757 0.4180 1.5895
H -1.5646 -2.0886 1.6878
H -0.3539 -2.2852 0.4505
H -0.2387 1.5076 -3.9348
H 0.0979 0.1595 -4.2811
H 2.1256 -2.1319 0.7083
O 0.0959 1.0406 -4.7455
H -1.6937 2.7831 -0.8648
H -0.7843 2.2506 0.2743
O -1.3535 3.0582 0.0382
```